(1)
Molecular formula: C47H59Cl2FN11O4RuS
Method: DFT, ωB97M-V with the def2-TZVPD basis set

Atoms and positions in Å:
Ru 0.7620 0.2658 0.1548
C -3.9244 2.6303 1.3865
N -2.7989 2.1204 0.6178
C -2.8094 2.5007 -0.7838
C -1.9360 1.2012 1.0944
N -1.3580 0.3010 0.2817
C -2.2529 -0.4366 -0.5489
C -3.5354 -0.6983 -0.1265
C -4.3886 -1.5681 -0.8364
C -3.9439 -2.2154 -1.9493
C -2.6395 -1.9642 -2.4329
C -2.1404 -2.6543 -3.5745
C -0.8893 -2.4095 -4.0454
C -0.1058 -1.3898 -3.4495
C -0.5766 -0.6917 -2.3824
N 0.1709 0.4300 -1.8768
C 0.3701 1.3694 -2.7921
N 1.3788 2.3096 -2.7628
C 2.4554 2.1620 -1.8192
C 1.0062 3.7211 -2.9326
N -0.4092 1.4967 -3.9067
C -1.8319 1.1996 -3.9676
C 0.1543 1.8675 -5.1963
C -1.8155 -1.0263 -1.7728
N -1.6814 1.2133 2.4148
C -1.3181 0.0000 3.1278
C -1.6156 2.4432 3.1877
H -4.8356 2.4884 0.8010
H -3.8149 3.6950 1.6003
H -4.0328 2.0808 2.3168
H -3.5744 1.9412 -1.3308
H -1.8257 2.3227 -1.2047
H -3.0246 3.5671 -0.8473
H -3.8896 -0.2683 0.8034
H -5.3863 -1.7507 -0.4589
H -4.5681 -2.9342 -2.4650
H -2.7789 -3.3859 -4.0545
H -0.4981 -2.9670 -4.8864
H 0.8642 -1.1341 -3.8622
H 3.4952 0.4893 -2.5329
H 2.1205 2.4307 -0.8249
H 3.2662 2.8397 -2.0996
H 0.1883 3.8182 -3.6361
H 1.8656 4.2669 -3.3231
H 0.6940 4.1571 -1.9798
H -2.2594 1.1419 -2.9755
H -2.0286 0.2616 -4.4916
H -2.3199 2.0149 -4.5064
H 1.2265 2.0119 -5.1209
H -0.3040 2.7837 -5.5760
H -0.0453 1.0679 -5.9152
H -2.0019 -0.1349 3.9699
H -0.3022 0.0702 3.5072
H -1.4018 -0.8545 2.4621
H -1.6176 3.3042 2.5230
H -0.6805 2.4412 3.7531
H -2.4406 2.5284 3.8975
Cl 1.7029 -1.4842 2.8167
C 0.6965 -2.8600 2.5425
C 0.4652 -3.7525 3.5702
C -0.3782 -4.8260 3.3352
C -0.9887 -4.9610 2.1008
C -0.7349 -4.0446 1.0918
Cl -1.5738 -4.2605 -0.4034
C 0.1566 -2.9738 1.2604
S 0.6161 -1.9876 -0.1463
H 0.9431 -3.6098 4.5292
H -0.5623 -5.5535 4.1141
H -1.6704 -5.7771 1.9060
C 5.0670 6.2168 2.0318
C 3.8292 6.0705 2.9002
N 3.1875 4.7533 2.7544
C 2.1837 4.6194 1.8705
C 1.5346 3.4500 1.6030
C 0.4562 3.4560 0.5592
O -0.1004 4.5194 0.3019
O 0.2195 2.3422 -0.0338
C 1.8798 2.2742 2.3155
O 1.2538 1.2026 2.1875
C 2.9894 2.4099 3.2672
C 3.4140 1.3058 4.0121
C 4.4507 1.4191 4.8879
F 4.8005 0.3414 5.6170
C 5.1442 2.6303 5.0722
C 4.7245 3.7224 4.3373
C 3.6369 3.6391 3.4525
N 6.2444 2.7655 5.9553
C 6.1997 3.8039 6.9784
C 7.5808 4.4679 7.0470
N 8.5954 3.4570 6.5694
C 8.2729 2.0922 7.1089
C 6.9834 1.5969 6.4303
H 5.5044 7.2057 2.1680
H 4.8090 6.1064 0.9780
H 5.8219 5.4668 2.2723
H 3.0809 6.8110 2.6275
H 4.0504 6.2303 3.9543
H 1.8661 5.5192 1.3564
H 2.8882 0.3653 3.9225
H 5.2670 4.6512 4.4449
H 5.9394 3.3725 7.9517
H 5.4431 4.5466 6.7450
H 7.8507 4.7559 8.0608
H 7.6654 5.3348 6.3954
H 9.5410 3.7445 6.8184
H 8.5329 3.4119 5.5514
H 8.1607 2.2054 8.1848
H 9.1134 1.4309 6.9158
H 6.4309 0.9967 7.1556
H 7.2232 0.9610 5.5805
N 2.9479 0.8200 -1.7534
C 2.8687 0.1928 -0.5712
N 3.6952 -0.8433 -0.4179
C 4.2035 -1.2271 0.8900
C 5.6885 -0.9087 0.9277
O 6.3950 -1.6016 -0.0797
C 5.9274 -1.2505 -1.3695
C 4.4359 -1.5216 -1.4888
H 4.0438 -2.2952 1.0527
H 3.6875 -0.6555 1.6496
H 6.1160 -1.2150 1.8825
H 5.8289 0.1758 0.8011
H 6.4851 -1.8575 -2.0801
H 6.1353 -0.1900 -1.5682
H 4.2440 -2.5900 -1.3675
H 4.0613 -1.2395 -2.4695

**E_HOMO (spin up / spin down)**: -0.3930 / -0.3907 Eh
**Energy above the lowest of the compared OMol25 structures with the same formula, charge and spin**: 0.360 eV
**Multiplicity**: 2
**Kohn-Sham gap (spin up / spin down)**: 5.90 / 5.84 eV
**Total charge**: +2

---

(2)
Molecular formula: C4H26N2O11
Method: DFT, ωB97M-V with the def2-TZVPD basis set

Atoms and positions in Å:
C 1.8455 -1.6206 1.7720
C 1.3624 -0.7309 0.6274
C -0.0630 -0.3009 0.7787
O -1.0543 -1.0190 0.5805
N -0.2795 1.0125 1.0566
C -1.5884 1.5424 1.1422
N -2.1028 1.8879 -0.0399
O -2.1777 1.6219 2.2015
H 1.8117 -2.7018 1.5926
H 2.8970 -1.4627 2.0060
H 1.3587 -1.4797 2.7245
H 1.4360 -1.3155 -0.2735
H 1.9617 0.1703 0.6643
H 0.5022 1.6640 1.2273
H -1.5347 1.7145 -0.8693
H -2.9994 2.3243 -0.0964
O -2.7603 -1.7262 -1.4976
H -2.6856 -0.8201 -1.1543
H -2.7330 -2.2447 -0.7018
O -0.5436 1.3921 4.2872
H -0.9571 0.6452 4.7216
H -1.1072 1.4206 3.4923
O 2.1690 3.0300 -1.2581
H 2.2667 2.3460 -1.9564
H 2.0828 3.8177 -1.8135
O 1.4232 1.5484 -3.5847
H 1.3468 1.4847 -4.5401
H 1.6861 0.6674 -3.2439
O 2.0106 1.2289 3.2654
H 1.1605 1.4658 3.6987
H 2.6611 1.5815 3.8831
O -0.6978 -3.5996 -0.1133
H 0.0479 -3.9835 0.3870
H -0.8040 -2.6477 0.1110
O -0.4716 -2.5344 -2.6450
H -1.4222 -2.3546 -2.7549
H -0.5007 -3.1659 -1.9142
O 1.7611 -1.1318 -2.9722
H 0.9738 -1.7064 -3.0296
H 2.5425 -1.6655 -2.7945
O 0.1243 0.5063 -1.9481
H 0.4758 0.9405 -2.7299
H -0.2088 -0.3767 -2.1811

**E_HOMO**: -0.3782 Eh
**Energy above the lowest of the compared OMol25 structures with the same formula, charge and spin**: 0.000 eV
**Kohn-Sham gap**: 10.62 eV

---

(3)
Molecular formula: CH10N3O2
Method: DFT, ωB97M-V with the def2-TZVPD basis set

Atoms and positions in Å:
N 0.5627 2.0045 0.3487
C -0.2082 1.1535 1.0318
N -0.4433 -0.0638 0.5461
N -0.6072 1.4764 2.2630
H 1.0783 1.6552 -0.4437
H 0.5177 2.9912 0.5184
H -1.2692 -0.5216 0.8915
H -0.0026 -0.2109 -0.3637
H -0.4044 2.3880 2.6270
H -1.0421 0.7736 2.8359
H -1.6575 -3.2110 -2.1790
H -0.4945 -3.8921 -1.5197
O -0.9254 -3.0282 -1.5767
H 1.6558 -0.5495 -2.4421
H 1.8225 -0.7878 -0.9534
O 1.4174 -0.1774 -1.5842

**E_HOMO**: -0.5386 Eh
**Energy above the lowest of the compared OMol25 structures with the same formula, charge and spin**: 0.601 eV
**Kohn-Sham gap**: 11.75 eV
**Total charge**: +1

---

(4)
Molecular formula: C26H25MnN4O2S
Method: DFT, ωB97M-V with the def2-TZVPD basis set

Atoms and positions in Å:
Mn 0.1112 0.1412 0.4714
C -2.6811 3.4813 3.8795
C -3.6658 2.5557 3.5408
C -3.4122 1.5717 2.6041
C -2.1575 1.5275 2.0120
C -1.1653 2.4344 2.3522
C -1.4290 3.4218 3.2872
N -1.8187 0.5403 1.0252
N -2.7173 -0.2103 0.6510
C -2.3188 -1.2200 -0.2980
C -3.3239 -1.9958 -0.8118
C -2.9824 -2.9738 -1.7456
C -1.6588 -3.1184 -2.1061
C -0.7083 -2.2862 -1.5229
N -1.0336 -1.3543 -0.6345
H -2.8940 4.2511 4.6097
H -4.6393 2.6076 4.0089
H -4.1731 0.8508 2.3331
H -0.1881 2.3886 1.8866
H -0.6623 4.1379 3.5496
H -4.3421 -1.8295 -0.4896
H -3.7452 -3.6087 -2.1760
H -1.3489 -3.8642 -2.8242
H 0.3422 -2.3740 -1.7698
N 3.3983 0.6919 -1.8159
C 2.2964 0.8493 -1.1192
O 1.9126 -0.0590 -0.3227
C 1.4702 2.0913 -1.2016
C 0.0296 1.7391 -0.8482
H 3.9521 -0.1456 -1.7049
H 3.7241 1.4058 -2.4481
H 1.5485 2.5726 -2.1793
H 1.8962 2.7880 -0.4733
H -0.5241 1.3134 -1.6845
H -0.5305 2.5736 -0.4383
O 0.5703 -0.5245 2.2643
S 0.6100 -0.6583 3.7945
C 1.7412 -1.9879 4.0719
C 1.7868 -2.5052 5.3597
C 2.6741 -3.5350 5.6261
C 3.4817 -4.0367 4.6128
C 3.4086 -3.5145 3.3286
C 2.5307 -2.4767 3.0434
C 1.5276 0.7265 4.3730
C 2.7010 1.1173 3.7338
C 3.3931 2.2038 4.2371
C 2.9229 2.8680 5.3708
C 1.7579 2.4577 5.9998
C 1.0400 1.3791 5.4932
H 1.1462 -2.1167 6.1433
H 2.7279 -3.9523 6.6223
H 4.1667 -4.8463 4.8256
H 4.0357 -3.9177 2.5447
H 2.4578 -2.0617 2.0475
H 3.0681 0.5694 2.8739
H 4.3129 2.5246 3.7658
H 3.4795 3.7064 5.7690
H 1.4030 2.9752 6.8812
H 0.1201 1.0546 5.9651

**E_HOMO (spin up / spin down)**: -0.5247 / -0.5247 Eh
**Multiplicity**: 5
**Kohn-Sham gap (spin up / spin down)**: 7.37 / 7.23 eV
**Total charge**: +2

---

(5)
Molecular formula: C9H8N4S2ScSe
Method: DFT, ωB97M-V with the def2-TZVPD basis set

Atoms and positions in Å:
Sc -0.7027 0.8092 -0.7671
C 4.3104 2.3452 -2.5148
S 4.0852 0.9501 -1.3807
C 2.3890 0.7073 -1.2614
S 1.2467 1.7258 -2.0922
N 2.0902 -0.3387 -0.5117
N 0.8080 -0.5624 -0.2556
C 0.4355 -1.6304 0.3979
C -0.9647 -1.7611 0.7310
C -1.4101 -2.7467 1.6178
C -2.7375 -2.7609 2.0041
C -3.6035 -1.8159 1.4638
C -3.1105 -0.8975 0.5504
N -1.8232 -0.8532 0.1817
H 4.8451 3.1211 -1.9746
H 3.3544 2.7090 -2.8750
H 4.9256 1.9940 -3.3367
H 1.1582 -2.3680 0.7377
H -0.6968 -3.4587 2.0062
H -3.0966 -3.4766 2.7278
H -4.6408 -1.7903 1.7556
H -3.7654 -0.1558 0.0995
Se -0.5801 4.5795 1.7836
C -1.0656 3.2957 0.7917
N -1.4508 2.3793 0.1210

**E_HOMO**: -0.4306 Eh
**Energy above the lowest of the compared OMol25 structures with the same formula, charge and spin**: 0.312 eV
**Kohn-Sham gap**: 6.57 eV
**Total charge**: +1

---

(6)
Molecular formula: H9NO3
Method: DFT, ωB97M-V with the def2-TZVPD basis set

Atoms and positions in Å:
N -0.6546 0.3999 1.1954
H -0.1292 1.2184 1.4522
H -1.2222 0.0178 1.9402
H -1.3431 0.6497 0.4991
O 2.5710 -1.1045 0.8765
H 1.6293 -0.9532 1.0095
H 2.8225 -0.6792 0.0574
O 0.2159 1.8283 -1.3375
H -0.4327 1.2109 -1.0138
H 0.8217 1.8740 -0.5891
O -1.9986 -1.1012 -0.8224
H -1.8863 -1.8906 -1.3661
H -2.3335 -1.5023 -0.0132

**E_HOMO**: -0.3922 Eh
**Energy above the lowest of the compared OMol25 structures with the same formula, charge and spin**: 0.682 eV
**Kohn-Sham gap**: 11.09 eV

---

(7)
Molecular formula: C30H60BrN4O5
Method: DFT, ωB97M-V with the def2-TZVPD basis set

Atoms and positions in Å:
C -0.5643 -4.7010 2.2450
C -0.1845 -4.6732 0.8436
C -0.1476 -3.2111 0.1884
N 1.0547 -2.4433 -0.0844
N 0.5410 -1.3022 -0.5969
N -0.7930 -1.2987 -0.6396
C -1.5335 -0.1035 -1.1347
C -0.9198 1.2976 -0.6299
C -1.4366 1.6344 0.8694
Br -1.4507 2.8031 -1.8525
N -1.3407 -2.4482 -0.1843
C -2.7576 -2.8891 -0.0123
C -3.6834 -2.7235 -1.3076
C -5.2448 -3.0294 -1.0468
C -5.8698 -2.2578 0.2007
C -7.0918 -2.9292 0.9069
C -7.7650 -2.2551 2.1468
C -7.2523 -0.9300 2.7558
C -6.0350 -0.2405 2.0498
C -5.3866 -0.9100 0.7836
H -1.4825 -5.2899 2.6253
H 0.0592 -4.1657 3.0538
H 0.0833 -5.6292 0.2821
H -1.4979 -0.0949 -2.2907
H -2.6422 -0.0985 -0.8246
H 0.2196 1.2870 -0.6163
H -0.9338 2.5864 1.2769
H -1.1846 0.7382 1.5515
H -2.5883 1.7376 0.8376
H -3.1563 -2.3991 0.9377
H -2.7115 -4.0223 0.2133
H -3.3406 -3.4977 -2.0976
H -3.6257 -1.7085 -1.8228
H -5.8191 -2.6579 -1.9809
H -5.4329 -4.1670 -1.0142
H -7.5330 -3.9098 0.5373
H -8.6762 -2.7560 2.6362
H -7.7329 -0.4368 3.6683
H -5.5834 0.7481 2.4315
H -4.4907 -0.3679 0.2994
C 5.6353 -2.5745 -1.4589
C 5.7031 -2.3976 0.0500
C 5.4342 -3.7078 0.7734
O 4.7424 -1.4253 0.4570
H 4.6398 -2.9113 -1.7680
H 5.8189 -1.6233 -1.9656
H 6.3731 -3.3032 -1.8047
H 6.6890 -2.0181 0.3316
H 4.4320 -4.0836 0.5411
H 5.4747 -3.5636 1.8565
H 6.1659 -4.4704 0.4947
H 3.8654 -1.7525 0.2116
C 3.3796 -3.3219 -5.9330
C 2.0357 -3.6247 -5.2895
C 1.7066 -2.6202 -4.1964
O 2.0609 -4.9379 -4.7341
H 4.1870 -3.3773 -5.1956
H 3.6081 -4.0580 -6.7081
H 3.3864 -2.3261 -6.3835
H 1.2516 -3.6087 -6.0514
H 2.4560 -2.6513 -3.3985
H 0.7429 -2.8573 -3.7349
H 1.6630 -1.6030 -4.5944
H 2.7521 -4.9624 -4.0587
C 3.1324 4.9310 0.1969
C 1.7920 4.6227 0.8431
C 1.4645 5.6217 1.9410
O 1.8214 3.3041 1.3939
H 3.9429 4.8744 0.9309
H 3.3608 4.1987 -0.5827
H 3.1344 5.9290 -0.2488
H 1.0050 4.6403 0.0835
H 2.2167 5.5887 2.7360
H 0.5034 5.3816 2.4049
H 1.4180 6.6397 1.5466
H 2.5145 3.2780 2.0671
C -2.5973 -1.0672 5.7683
C -1.5789 -2.1394 5.4155
C -0.2850 -1.9510 6.1915
O -1.3038 -2.0903 4.0141
H -2.2178 -0.0709 5.5183
H -3.5178 -1.2082 5.1949
H -2.8417 -1.0901 6.8330
H -1.9959 -3.1273 5.6306
H 0.1744 -0.9855 5.9562
H 0.4419 -2.7215 5.9197
H -0.4601 -2.0004 7.2688
H -0.9345 -1.2195 3.8137
C 2.8437 9.3136 -2.8602
C 2.1362 8.0145 -2.5085
C 0.9648 7.7519 -3.4418
O 1.6654 8.0798 -1.1631
H 2.1637 10.1664 -2.7660
H 3.6758 9.4953 -2.1747
H 3.2314 9.2879 -3.8818
H 2.8446 7.1831 -2.5650
H 0.2198 8.5506 -3.3677
H 0.4587 6.8211 -3.1703
H 1.2961 7.6795 -4.4808
H 1.0377 8.8124 -1.1022

**E_HOMO**: -0.4118 Eh
**Kohn-Sham gap**: 7.05 eV
**Total charge**: +1